# C5H14

2 unconnected molecules or ions with the total composition C5H14 in a non-equilibrium geometry (ωB97M-V/def2-TZVPD, OMol25).

Geometry as ORCA input:
```
! RIJCOSX wB97M-V def2-TZVPD def2/J DEFGRID3
* xyz 0 1
C -1.0804 2.1389 1.1706
C 2.6218 -1.9078 0.1735
H 2.3999 -1.2296 -1.7981
H -0.7655 0.4757 -1.2476
H -2.3058 -0.3061 -1.2143
H -1.3761 2.4368 2.0827
C -1.7009 0.6230 -0.9233
H -1.9189 1.4762 -1.4258
H 0.1372 2.1367 1.2754
C 1.7231 -1.7183 -1.0192
H 3.5321 -2.4875 0.1807
H 2.9990 -0.8044 0.4302
C -1.8177 0.9485 0.6585
H 2.2754 -2.6051 0.9700
H -2.9248 1.2567 0.7647
H 1.4227 -2.7432 -1.2044
H 0.8048 -1.1527 -0.8659
H -1.4682 0.0358 1.2225
H -1.2869 3.0052 0.4695
*
```

Calculated values
Structure (SMILES)   CCC.CC
Max |F|   5.822 eV/Å
HOMO energy   -10.7 eV
Energy above the lowest of the compared OMol25 structures with the same formula, charge and spin   218.0 kJ/mol
Molar mass   74.2 g mol⁻¹

=====

# C5H14

2 unconnected molecules or ions with the total composition C5H14 in a non-equilibrium geometry (ωB97M-V/def2-TZVPD, OMol25).

Geometry as ORCA input:
```
! RIJCOSX wB97M-V def2-TZVPD def2/J DEFGRID3
* xyz 0 1
C 1.0672 1.2452 -1.0582
H 2.3437 -1.3293 -0.1063
H 1.0995 1.9997 -1.8416
H -2.0378 -1.8979 1.6000
C -3.3337 -0.2828 0.6241
H 0.9293 1.5340 -0.0213
C -2.6795 -1.0347 1.7658
H -3.8092 0.6571 0.8866
H -4.1606 -0.8374 0.1505
H -2.0842 -0.3164 2.3432
H 2.6124 0.0747 0.8358
H 3.2276 1.1488 -1.5852
H 2.1661 -0.1634 -2.1958
C 2.3946 0.4888 -1.3493
H 3.9163 -0.4986 -0.1819
H -3.4339 -1.3674 2.4848
H 0.2161 0.5946 -1.2865
H -2.6270 -0.2979 -0.2150
C 2.8318 -0.3489 -0.1436
*
```

Calculated values
Structure (SMILES)   CCC.CC
Max |F|   2.334 eV/Å
HOMO energy   -11.1 eV
Energy above the lowest of the compared OMol25 structures with the same formula, charge and spin   61.9 kJ/mol
Molar mass   74.2 g mol⁻¹

=====

# C5H14

2 unconnected molecules or ions with the total composition C5H14 in a non-equilibrium geometry (ωB97M-V/def2-TZVPD, OMol25).

Geometry as ORCA input:
```
! RIJCOSX wB97M-V def2-TZVPD def2/J DEFGRID3
* xyz 0 1
H 0.4393 -2.1878 -0.2004
C -0.5971 2.3430 0.3117
H -2.7035 1.5659 0.0559
H 0.3989 2.2358 -0.2327
C 2.0898 -1.6895 1.1467
H 1.7536 -3.3227 -0.2630
H -1.0917 3.3278 0.1608
C -1.6828 1.2826 -0.2208
H 1.7404 -0.8335 1.7297
H 2.7264 -2.0227 1.9777
H 0.7254 -3.5020 0.9960
H -1.7475 0.0686 -2.0124
C -1.4862 1.0878 -1.7269
C 1.1953 -2.6690 0.4298
H -0.4887 2.0922 1.3789
H -1.6453 0.3367 0.3710
H -1.9184 1.8816 -2.3554
H 2.6825 -1.1146 0.4549
H -0.3903 1.1198 -2.0014
*
```

Calculated values
Structure (SMILES)   CCC.CC
Max |F|   1.885 eV/Å
HOMO energy   -11.0 eV
Energy above the lowest of the compared OMol25 structures with the same formula, charge and spin   101.2 kJ/mol
Molar mass   74.2 g mol⁻¹

=====

# C5H14

2 unconnected molecules or ions with the total composition C5H14 in a non-equilibrium geometry (ωB97M-V/def2-TZVPD, OMol25).

Geometry as ORCA input:
```
! RIJCOSX wB97M-V def2-TZVPD def2/J DEFGRID3
* xyz 0 1
H 1.4865 1.4453 -2.0279
H 0.2838 1.2573 0.1721
H 2.3136 2.2141 -0.7084
H -1.6129 -2.4604 -0.3216
H 2.9549 0.6796 -1.3399
H -3.2631 0.0858 -0.3424
C 2.0370 1.2283 -1.1189
H -2.2315 -0.5367 -1.6566
H -3.3600 -2.2992 0.0517
H 1.0841 0.6728 2.2054
C -2.3731 -1.8266 0.1410
C -2.3597 -0.4795 -0.5728
H 0.8229 -0.3441 -0.1866
H 2.6248 1.2615 1.5876
H -2.1638 -1.7474 1.2143
H -1.5321 0.1049 -0.1703
H 2.2596 -0.4455 1.6167
C 1.8343 0.5320 1.4283
C 1.1947 0.6578 0.0283
*
```

Calculated values
Structure (SMILES)   CCC.CC
Max |F|   1.732 eV/Å
HOMO energy   -11.3 eV
Energy above the lowest of the compared OMol25 structures with the same formula, charge and spin   30.1 kJ/mol
Molar mass   74.2 g mol⁻¹

=====

# C5H14

2 unconnected molecules or ions with the total composition C5H14 in a non-equilibrium geometry (ωB97M-V/def2-TZVPD, OMol25).

Geometry as ORCA input:
```
! RIJCOSX wB97M-V def2-TZVPD def2/J DEFGRID3
* xyz 0 1
H -0.6491 -0.6484 -1.2670
H 0.7465 3.1427 -1.7756
H 1.1054 1.6454 0.8579
C -1.3515 -1.6730 1.4387
C 1.2421 2.3937 -1.1623
H -1.5652 -2.9857 -0.2755
H -0.6307 -0.9571 1.8288
H -0.3199 2.5801 0.3421
H 1.0195 1.4229 -1.5911
H -1.6360 -2.3103 2.2852
H 0.0034 -3.1111 0.5127
H 1.1382 3.4076 0.8024
H 0.6968 -0.9371 -0.2432
H 0.2851 -2.0520 -1.5739
H 2.3128 2.5597 -1.1212
C 0.7622 2.5148 0.2935
C -0.1188 -1.4569 -0.7557
C -0.7866 -2.4069 0.2342
H -2.2542 -1.1284 1.1699
*
```

Calculated values
Structure (SMILES)   CCC.CC
Max |F|   1.038 eV/Å
HOMO energy   -11.4 eV
Energy above the lowest of the compared OMol25 structures with the same formula, charge and spin   18.7 kJ/mol
Molar mass   74.2 g mol⁻¹

=====

# C5H14

2 unconnected molecules or ions with the total composition C5H14 in a non-equilibrium geometry (ωB97M-V/def2-TZVPD, OMol25).

Geometry as ORCA input:
```
! RIJCOSX wB97M-V def2-TZVPD def2/J DEFGRID3
* xyz 0 1
H 2.7787 1.3254 0.0651
H 1.6096 -1.0295 -1.0448
H -3.8781 -1.5210 1.1422
C 1.3011 -0.1101 -0.5606
H -1.5495 -0.8288 0.2532
H 1.1267 2.0455 -2.4025
C -2.9893 -1.4789 1.7641
H 2.1342 3.1626 -1.4683
C -1.7319 -1.6743 0.9321
C 1.4868 2.2896 -1.4004
H -1.8493 -2.5269 0.2658
C 2.2265 1.0779 -0.8335
H 1.1620 -0.3659 0.5019
H -2.9190 -0.5633 2.3417
H 0.6439 2.5336 -0.7481
H 3.0347 0.7910 -1.5108
H 0.2733 0.0859 -0.8674
H -0.7794 -1.7232 1.4608
H -3.0221 -2.2796 2.4970
*
```

Calculated values
Structure (SMILES)   CCC.CC
Max |F|   1.367 eV/Å
HOMO energy   -11.3 eV
Energy above the lowest of the compared OMol25 structures with the same formula, charge and spin   27.1 kJ/mol
Molar mass   74.2 g mol⁻¹

=====

# C5H14

2 unconnected molecules or ions with the total composition C5H14 in a non-equilibrium geometry (ωB97M-V/def2-TZVPD, OMol25).

Geometry as ORCA input:
```
! RIJCOSX wB97M-V def2-TZVPD def2/J DEFGRID3
* xyz 0 1
C -2.0236 0.8932 -1.0744
C 1.8190 0.2540 1.1401
H -2.4844 0.0523 -1.5693
H 1.5397 -2.4370 -0.1371
H -2.4229 1.8900 -1.2240
H -2.5396 1.6063 0.9091
H 1.4582 -0.4024 1.9312
H 1.3384 1.2335 1.2231
C 0.8173 -1.6439 -0.3026
H 0.2912 -1.7718 -1.2406
H 1.2634 0.4391 -0.9606
H 0.1609 -1.6968 0.5616
H 2.6309 -0.5906 -0.5990
H -1.0849 0.7396 1.0005
C 1.6266 -0.3270 -0.2777
H -2.4308 -0.2391 0.7523
H -1.0016 0.9228 -1.4797
C -2.0557 0.7345 0.4687
H 2.8678 0.4530 1.3398
*
```

Calculated values
Structure (SMILES)   CCC.CC
Max |F|   1.830 eV/Å
HOMO energy   -11.1 eV
Energy above the lowest of the compared OMol25 structures with the same formula, charge and spin   62.1 kJ/mol
Molar mass   74.2 g mol⁻¹

=====

# C5H14

2 unconnected molecules or ions with the total composition C5H14 in a non-equilibrium geometry (ωB97M-V/def2-TZVPD, OMol25).

Geometry as ORCA input:
```
! RIJCOSX wB97M-V def2-TZVPD def2/J DEFGRID3
* xyz 0 1
C 2.4410 1.3557 1.5629
H 2.8372 2.0914 0.8884
H 2.2014 1.9702 2.5713
H -2.8766 -1.6579 -1.3505
C -1.4243 -0.0125 -1.0046
H 3.2562 0.7238 1.7497
H -2.2562 0.6543 -1.4282
C -0.1701 -0.6545 -1.8557
H 0.2491 1.0313 1.4214
C 1.1454 0.5225 1.2811
H 0.9447 -0.2973 2.0017
C -2.2145 -1.2034 -0.4809
H -0.9785 0.4124 -0.0282
H -0.5067 -1.1128 -2.7782
H 1.2568 0.0746 0.3821
H -2.9388 -0.9714 0.4068
H 0.4197 -1.1247 -1.0504
H -1.7635 -2.0707 -0.1621
H 0.3779 0.2691 -2.1266
*
```

Calculated values
Structure (SMILES)   CCC.CC
Max |F|   4.814 eV/Å
HOMO energy   -10.9 eV
Energy above the lowest of the compared OMol25 structures with the same formula, charge and spin   193.5 kJ/mol
Molar mass   74.2 g mol⁻¹

=====

# C5H14

2 unconnected molecules or ions with the total composition C5H14 in a non-equilibrium geometry (ωB97M-V/def2-TZVPD, OMol25).

Geometry as ORCA input:
```
! RIJCOSX wB97M-V def2-TZVPD def2/J DEFGRID3
* xyz 0 1
H -1.8876 -2.5606 -0.6471
H -1.2748 -2.6045 -2.8961
H -1.4244 -0.9231 -3.1422
H 0.4894 2.7423 0.3167
H 1.1574 0.6072 3.4075
H 2.6399 0.5921 2.3732
C -1.1038 -1.5916 -2.3908
C 1.6498 1.0640 2.5760
H -2.9127 -1.6887 -1.4645
C -1.9282 -1.7092 -1.1757
H 1.6755 2.1956 2.6860
C 0.7510 0.7105 1.3612
H -1.8221 -0.8060 -0.6701
C 0.9941 1.7160 0.1594
H 0.8901 -0.3417 0.9326
H -0.0514 -1.4206 -2.2073
H 0.4330 1.4528 -0.7489
H -0.3422 0.6781 1.5594
H 2.0672 1.8873 -0.0294
*
```

Calculated values
Structure (SMILES)   CCC.CC
Max |F|   3.833 eV/Å
HOMO energy   -11.1 eV
Energy above the lowest of the compared OMol25 structures with the same formula, charge and spin   116.1 kJ/mol
Molar mass   74.2 g mol⁻¹

=====

# C5H14

2 unconnected molecules or ions with the total composition C5H14 in a non-equilibrium geometry (ωB97M-V/def2-TZVPD, OMol25).

Geometry as ORCA input:
```
! RIJCOSX wB97M-V def2-TZVPD def2/J DEFGRID3
* xyz 0 1
H -0.3266 -0.9282 -2.6594
H 2.1640 -2.4720 0.0324
H 0.4694 -2.5029 0.5204
H -1.5132 1.8381 2.6321
C 0.9907 -0.9306 -0.8870
C 1.1389 -2.3595 -0.3152
H -2.1813 1.2240 1.0672
H 0.9007 -3.0740 -1.1068
C -0.2815 2.3587 0.9150
H 0.0282 1.8500 -0.0037
C -1.2844 1.4603 1.6321
H -0.6980 0.3045 -1.5050
H 1.8829 -0.6446 -1.4537
H 0.6170 2.4388 1.5235
H -0.7206 3.2818 0.5341
H -1.1000 -1.3792 -1.1604
H 1.0800 -0.2476 -0.0290
H -0.8260 0.5055 1.8514
C -0.3403 -0.7231 -1.5880
*
```

Calculated values
Structure (SMILES)   CCC.CC
Max |F|   1.335 eV/Å
HOMO energy   -11.2 eV
Energy above the lowest of the compared OMol25 structures with the same formula, charge and spin   25.0 kJ/mol
Molar mass   74.2 g mol⁻¹

=====

# C5H14

2 unconnected molecules or ions with the total composition C5H14 in a non-equilibrium geometry (ωB97M-V/def2-TZVPD, OMol25).

Geometry as ORCA input:
```
! RIJCOSX wB97M-V def2-TZVPD def2/J DEFGRID3
* xyz 0 1
C -0.9537 -0.5631 -3.2066
C -0.1193 -1.7033 -2.6324
H -0.8194 -0.2244 2.2392
H 0.9431 -1.4883 -2.4736
C 1.3429 -0.0319 1.9732
H 1.5245 -0.7979 1.2339
C -0.2821 1.8798 2.4744
H -1.8997 -0.4698 -2.6849
H -0.0846 -2.6124 -3.2372
H 0.5735 2.5019 2.1949
H -0.2866 1.8496 3.5690
H -0.5121 -1.9821 -1.6500
H 1.5238 -0.4287 2.9727
H -0.4991 0.4014 -2.9429
H -1.1817 2.3446 2.0776
H -0.9521 -0.5661 -4.2954
H -0.3225 0.6901 0.8151
C -0.0836 0.4792 1.8672
H 2.0888 0.7216 1.7058
*
```

Calculated values
Structure (SMILES)   CCC.CC
Max |F|   1.743 eV/Å
HOMO energy   -11.3 eV
Energy above the lowest of the compared OMol25 structures with the same formula, charge and spin   37.3 kJ/mol
Molar mass   74.2 g mol⁻¹

=====

# C5H14

2 unconnected molecules or ions with the total composition C5H14 in a non-equilibrium geometry (ωB97M-V/def2-TZVPD, OMol25).

Geometry as ORCA input:
```
! RIJCOSX wB97M-V def2-TZVPD def2/J DEFGRID3
* xyz 0 1
H -1.7426 1.4674 -2.8250
H 1.8145 -1.4844 2.8052
H 1.0052 1.3545 -1.3495
C 1.3061 -0.6254 2.2625
H -0.7537 0.0425 2.4130
C 0.1171 1.7791 -1.8060
C -0.7335 1.0078 -2.8513
C -0.5435 -1.3394 0.7594
H -0.3523 -0.6174 -0.0845
H 1.4670 0.2414 2.8967
H -0.4731 -1.5839 2.9161
H -1.5601 -1.8252 0.6973
H 0.4200 2.6587 -2.3672
C -0.1916 -0.8643 2.1413
H 1.7747 -0.7992 1.2777
H -0.7917 -0.0559 -2.6952
H -0.0740 -2.2434 0.4926
H -0.3731 1.7898 -0.7983
H -0.3153 1.0972 -3.8848
*
```

Calculated values
Structure (SMILES)   CCC.CC
Max |F|   2.366 eV/Å
HOMO energy   -11.0 eV
Energy above the lowest of the compared OMol25 structures with the same formula, charge and spin   121.3 kJ/mol
Molar mass   74.2 g mol⁻¹

=====

Which of these has the highest HOMO energy? number 1